DFT (ωB97M-V with the def2-TZVPD basis set) results for a 2-piece molecular cluster, C6H12O overall.

XYZ file:
```
19
C6H12O (ωB97M-V with the def2-TZVPD basis set)
C -2.042 2.168 -0.613
C -2.075 0.641 -0.797
C -0.659 0.082 -0.588
C -0.106 -0.443 -1.651
C 0.611 -0.668 1.437
C -0.090 0.204 0.727
H -2.591 2.766 -1.330
H -1.004 2.605 -0.636
H -2.598 2.341 0.395
H -2.378 0.358 -1.824
H -2.912 0.197 -0.143
H 0.938 -0.633 -1.555
H -0.531 -0.598 -2.645
H 0.831 -0.294 2.486
H 1.125 -1.572 1.338
H -0.271 1.108 1.315
H 4.013 -2.135 0.506
H 2.722 -1.626 0.934
O 3.602 -1.803 1.259
```

Properties
Energy above the lowest of the compared OMol25 structures with the same formula, charge and spin = 189.8 kJ/mol
LUMO energy (alpha / beta) = 4.05 / 3.90 eV
HOMO energy (alpha / beta) = 0.7 / -3.6 eV
Total charge = -1
Kohn-Sham gap (alpha / beta) = 3.391 / 7.524 eV
Multiplicity = 2

Mulliken population analysis, charges in e, atoms 1 to 2: number 1, C, carries -1.023; number 2, C, carries -0.478

***

DFT (ωB97M-V with the def2-TZVPD basis set) results for an isolated ion of composition C4H5N2 and charge +1.

XYZ file:
```
11
C4H5N2 (ωB97M-V with the def2-TZVPD basis set)
C 2.081 1.108 0.080
C -0.755 -1.200 0.065
C 0.616 -1.005 -0.063
C -1.788 -0.067 0.165
N -2.636 0.747 0.156
N 1.400 0.046 0.090
H 2.685 1.596 0.745
H 1.959 1.744 -0.712
H -1.174 -2.175 0.013
H 1.124 -1.848 -0.359
H -3.512 1.054 -0.179
```

Properties
Energy above the lowest of the compared OMol25 structures with the same formula, charge and spin = 183.2 kJ/mol
LUMO energy = -4.52 eV
SMILES = C=N/C=C\C#[NH+]
HOMO energy = -13.5 eV
Total charge = +1
Kohn-Sham gap = 8.964 eV

Mulliken population analysis, charges in e, atoms 1 to 2: number 1, C, carries -0.183; number 2, C, carries -0.574

***

Computed max |F|, in the same sequence as the records: 4.9; 4.7 eV/Å.